1.
Below is a cluster of 2 separate species, C16H28I2NO4S in total in a non-equilibrium geometry, with properties calculated with the ωB97M-V functional and the def2-TZVPD basis.

ORCA input file:
```
! wB97M-V def2-TZVPD RIJCOSX def2/J DEFGRID3
* xyz 1 1
C -0.914 1.756 -1.093
C -0.096 2.035 -2.326
I 0.061 4.087 -2.803
C 0.488 1.113 -3.068
I 0.215 -0.923 -2.523
C 1.327 1.431 -4.274
C 2.415 0.412 -4.567
C 3.309 0.947 -5.720
S 2.639 2.365 -6.617
O 3.052 3.501 -5.855
O 3.115 2.373 -7.950
O 1.045 2.339 -6.561
C 0.475 1.518 -5.528
H -1.685 1.023 -1.278
H -0.215 1.395 -0.340
H -1.318 2.683 -0.716
H 1.824 2.360 -4.023
H 3.027 0.257 -3.685
H 1.998 -0.543 -4.852
H 3.476 0.171 -6.453
H 4.234 1.309 -5.305
H -0.542 1.844 -5.362
H 0.404 0.507 -5.927
C 0.938 -1.781 4.031
C 0.277 -0.996 2.879
C -0.055 0.419 3.363
C -1.163 0.431 4.419
C -2.427 -0.301 3.953
C -2.223 -1.678 3.290
N -1.010 -1.639 2.374
O -1.305 -1.208 1.280
C -2.067 -2.807 4.331
C -3.493 -2.046 2.523
C 1.334 -0.994 1.774
H 1.930 -1.374 4.212
H 0.414 -1.712 4.979
H 1.056 -2.835 3.777
H -0.356 1.045 2.514
H 0.849 0.868 3.769
H -0.804 -0.002 5.354
H -1.420 1.464 4.651
H -3.105 -0.431 4.795
H -2.942 0.351 3.240
H -1.861 -3.759 3.840
H -2.990 -2.925 4.893
H -1.286 -2.637 5.066
H -3.805 -1.268 1.826
H -4.306 -2.190 3.228
H -3.365 -2.973 1.963
H 1.585 -2.013 1.477
H 2.239 -0.520 2.142
H 1.027 -0.447 0.882
*
```

For the gap between HOMO and LUMO, the calculation gives 4.159 eV. The value obtained for the energy is -1975.3498 a.u. The value obtained for the HOMO energy is -11.150 eV.

=====

2.
Below is a structure of composition C8H10N4O in a non-equilibrium geometry, with properties calculated with the ωB97M-V functional and the def2-TZVPD basis.

ORCA input file:
```
! wB97M-V def2-TZVPD RIJCOSX def2/J DEFGRID3
* xyz 0 1
C -1.858 1.075 -1.962
C -0.343 1.123 -2.695
C 0.857 1.323 -1.898
C 1.048 0.086 -0.909
C 1.565 -1.776 -0.120
C 0.741 -1.408 0.728
C 0.043 -1.929 1.931
C -0.515 0.806 0.992
H -2.712 0.994 -2.695
H -2.077 2.219 -1.450
H -1.746 0.291 -1.497
H -0.335 2.282 -3.311
H -0.135 0.389 -3.387
H 0.819 2.185 -1.172
H 1.662 1.018 -2.246
H 2.204 -2.618 -0.202
H 0.349 -2.795 2.733
H -1.824 0.842 2.848
N 1.763 -1.016 -1.133
N -0.813 -1.199 2.708
N -1.130 0.073 2.096
N 0.291 -0.099 0.373
O -0.777 1.885 0.709
*
```

For the gap between HOMO and LUMO, the calculation gives 9.012 eV. The value obtained for the energy is -604.8502 a.u. The energy above the lowest of the compared OMol25 structures with the same formula, charge and spin is 6.718 eV. The value obtained for the HOMO energy is -8.692 eV.

=====

> What is the energy in the first record?

-1975.3498 a.u.

=====

> Which formula does entry 2 have?

C8H10N4O

=====

What did the first record say?
Below is a cluster of 2 separate species, C16H28I2NO4S in total in a non-equilibrium geometry, with properties calculated with the ωB97M-V functional and the def2-TZVPD basis.

ORCA input file:
```
! wB97M-V def2-TZVPD RIJCOSX def2/J DEFGRID3
* xyz 1 1
C -0.914 1.756 -1.093
C -0.096 2.035 -2.326
I 0.061 4.087 -2.803
C 0.488 1.113 -3.068
I 0.215 -0.923 -2.523
C 1.327 1.431 -4.274
C 2.415 0.412 -4.567
C 3.309 0.947 -5.720
S 2.639 2.365 -6.617
O 3.052 3.501 -5.855
O 3.115 2.373 -7.950
O 1.045 2.339 -6.561
C 0.475 1.518 -5.528
H -1.685 1.023 -1.278
H -0.215 1.395 -0.340
H -1.318 2.683 -0.716
H 1.824 2.360 -4.023
H 3.027 0.257 -3.685
H 1.998 -0.543 -4.852
H 3.476 0.171 -6.453
H 4.234 1.309 -5.305
H -0.542 1.844 -5.362
H 0.404 0.507 -5.927
C 0.938 -1.781 4.031
C 0.277 -0.996 2.879
C -0.055 0.419 3.363
C -1.163 0.431 4.419
C -2.427 -0.301 3.953
C -2.223 -1.678 3.290
N -1.010 -1.639 2.374
O -1.305 -1.208 1.280
C -2.067 -2.807 4.331
C -3.493 -2.046 2.523
C 1.334 -0.994 1.774
H 1.930 -1.374 4.212
H 0.414 -1.712 4.979
H 1.056 -2.835 3.777
H -0.356 1.045 2.514
H 0.849 0.868 3.769
H -0.804 -0.002 5.354
H -1.420 1.464 4.651
H -3.105 -0.431 4.795
H -2.942 0.351 3.240
H -1.861 -3.759 3.840
H -2.990 -2.925 4.893
H -1.286 -2.637 5.066
H -3.805 -1.268 1.826
H -4.306 -2.190 3.228
H -3.365 -2.973 1.963
H 1.585 -2.013 1.477
H 2.239 -0.520 2.142
H 1.027 -0.447 0.882
*
```

For the gap between HOMO and LUMO, the calculation gives 4.159 eV. The value obtained for the energy is -1975.3498 a.u. The value obtained for the HOMO energy is -11.150 eV.

=====

Please write out number 2 again, unchanged.
Below is a structure of composition C8H10N4O in a non-equilibrium geometry, with properties calculated with the ωB97M-V functional and the def2-TZVPD basis.

ORCA input file:
```
! wB97M-V def2-TZVPD RIJCOSX def2/J DEFGRID3
* xyz 0 1
C -1.858 1.075 -1.962
C -0.343 1.123 -2.695
C 0.857 1.323 -1.898
C 1.048 0.086 -0.909
C 1.565 -1.776 -0.120
C 0.741 -1.408 0.728
C 0.043 -1.929 1.931
C -0.515 0.806 0.992
H -2.712 0.994 -2.695
H -2.077 2.219 -1.450
H -1.746 0.291 -1.497
H -0.335 2.282 -3.311
H -0.135 0.389 -3.387
H 0.819 2.185 -1.172
H 1.662 1.018 -2.246
H 2.204 -2.618 -0.202
H 0.349 -2.795 2.733
H -1.824 0.842 2.848
N 1.763 -1.016 -1.133
N -0.813 -1.199 2.708
N -1.130 0.073 2.096
N 0.291 -0.099 0.373
O -0.777 1.885 0.709
*
```

For the gap between HOMO and LUMO, the calculation gives 9.012 eV. The value obtained for the energy is -604.8502 a.u. The energy above the lowest of the compared OMol25 structures with the same formula, charge and spin is 6.718 eV. The value obtained for the HOMO energy is -8.692 eV.